DFT (wB97M-V/def2-TZVPD) results for a structure of composition C25H30Br2F19NO14S.

For the strongest force on any atom, the calculation gives 0.66 eV/A. Its net charge is 0. The value obtained for the total energy is -259118.21162 eV. As for the LUMO energy: 0.025 eV.

Positions of all 92 atoms, in Å:
C (-4.09, 3.49, 3.10)
C (-3.45, 3.40, 1.72)
Br (-4.25, 1.92, 0.74)
C (-1.91, 3.26, 1.76)
Br (-1.29, 1.44, 1.91)
N (-1.39, 3.91, 2.97)
F (-1.61, 5.31, 2.72)
C (0.06, 3.84, 3.07)
O (0.84, 4.34, 2.34)
O (0.45, 3.12, 4.17)
S (-0.23, 3.12, 5.63)
O (0.86, 2.96, 6.52)
O (-1.39, 2.30, 5.64)
C (-0.82, 4.89, 5.84)
F (-2.07, 5.02, 5.48)
F (-0.06, 5.72, 5.15)
F (-0.71, 5.16, 7.12)
H (-3.74, 2.69, 3.75)
H (-5.17, 3.44, 3.00)
H (-3.84, 4.45, 3.56)
H (-3.68, 4.27, 1.11)
H (-1.46, 3.71, 0.88)
C (4.52, -0.60, 3.20)
C (4.07, -1.78, 2.36)
O (2.85, -2.36, 2.89)
C (1.73, -1.75, 2.57)
O (1.59, -0.78, 1.88)
C (0.52, -2.49, 3.18)
F (0.73, -2.85, 4.44)
F (0.26, -3.60, 2.46)
F (-0.57, -1.72, 3.13)
H (4.64, -0.91, 4.24)
H (5.47, -0.24, 2.82)
H (3.79, 0.21, 3.16)
H (4.79, -2.59, 2.38)
H (3.90, -1.50, 1.32)
C (-2.35, -4.08, 0.75)
C (-3.74, -4.28, 0.19)
O (-4.23, -3.05, -0.41)
C (-3.81, -2.79, -1.63)
O (-3.08, -3.46, -2.31)
C (-4.44, -1.46, -2.11)
F (-4.36, -0.52, -1.17)
F (-5.73, -1.66, -2.41)
F (-3.82, -1.02, -3.20)
H (-2.33, -3.25, 1.45)
H (-2.02, -4.98, 1.27)
H (-1.63, -3.88, -0.05)
H (-4.46, -4.49, 0.98)
H (-3.78, -5.07, -0.55)
C (11.31, -5.01, 1.50)
C (10.85, -3.73, 2.15)
O (9.41, -3.63, 2.16)
C (8.79, -4.31, 3.12)
O (9.28, -4.97, 3.98)
C (7.26, -4.07, 3.01)
F (6.84, -4.19, 1.75)
F (6.96, -2.83, 3.43)
F (6.60, -4.94, 3.76)
H (10.91, -5.09, 0.49)
H (12.40, -5.01, 1.43)
H (11.00, -5.88, 2.07)
H (11.17, -2.85, 1.59)
H (11.22, -3.64, 3.18)
C (-2.99, -2.10, -6.34)
C (-2.22, -3.25, -5.73)
O (-1.62, -4.08, -6.76)
C (-0.49, -3.64, -7.28)
O (0.11, -2.64, -7.01)
C (0.03, -4.66, -8.32)
F (-0.95, -5.07, -9.14)
F (0.53, -5.74, -7.70)
F (0.99, -4.12, -9.06)
H (-3.74, -2.48, -7.04)
H (-3.49, -1.55, -5.55)
H (-2.33, -1.43, -6.88)
H (-2.87, -3.92, -5.18)
H (-1.44, -2.90, -5.05)
C (-5.85, 7.56, -4.57)
C (-4.75, 7.99, -3.62)
O (-4.50, 6.98, -2.62)
C (-3.72, 5.97, -3.00)
O (-3.21, 5.80, -4.06)
C (-3.52, 5.00, -1.81)
F (-4.67, 4.75, -1.17)
F (-2.68, 5.55, -0.91)
F (-3.00, 3.85, -2.22)
H (-6.75, 7.31, -4.02)
H (-6.07, 8.36, -5.27)
H (-5.55, 6.68, -5.15)
H (-5.04, 8.87, -3.05)
H (-3.82, 8.20, -4.15)